[1]
A molecular structure, C29H23CoN6O4S2. Source: the OMol25 dataset; level of theory: wB97M-V/def2-TZVPD.

The geometry in XYZ format:
```
65
C29H23CoN6O4S2 | the OMol25 dataset | wB97M-V/def2-TZVPD
Co -1.63334 -0.18839 -0.11163
O 1.61543 -1.62704 3.70172
C 2.03849 -2.41127 2.70647
C 3.27529 -3.04115 2.88698
C 3.80406 -3.84903 1.90607
C 3.11902 -4.05586 0.70959
C 1.89696 -3.44511 0.52893
C 1.32756 -2.63212 1.51195
C 0.02641 -1.99510 1.20527
O -0.50271 -2.12655 0.07350
N -0.56314 -1.30838 2.22075
N -1.60322 -0.64987 1.75498
C -2.65246 -0.35289 2.44802
C -3.77890 0.02460 1.62916
C -5.00064 0.47838 2.13504
C -6.02817 0.74856 1.25747
C -5.82730 0.57976 -0.11097
C -4.58888 0.15336 -0.54775
N -3.59590 -0.14496 0.28776
H 0.78071 -1.18003 3.41029
H 3.80996 -2.84252 3.80620
H 4.77311 -4.30926 2.06300
H 3.54734 -4.66876 -0.07349
H 1.34320 -3.56243 -0.39438
H -2.73336 -0.54668 3.51057
H -5.12006 0.62257 3.19963
H -6.98011 1.10231 1.63268
H -6.60533 0.79622 -0.82886
H -4.35538 0.05409 -1.59998
O 1.67968 0.07269 -1.65139
C 1.37935 0.37401 -0.49154
O 0.17488 0.45846 -0.03805
C 2.44159 0.69067 0.52426
C 3.63523 -0.02711 0.39555
C 4.63947 0.05835 1.33138
C 4.44696 0.91196 2.42677
C 3.29874 1.65602 2.53471
C 2.24791 1.60118 1.58373
S 0.91216 2.69490 1.76767
H 3.72723 -0.68729 -0.46027
H 5.53949 -0.53610 1.23090
H 5.20712 0.99707 3.19712
H 3.16130 2.33016 3.37113
C -0.29030 4.74847 -0.77401
N -0.25901 3.68377 -1.75713
C 0.55996 3.62850 -2.86010
C 0.38524 2.43181 -3.43397
N -0.54407 1.72197 -2.67379
C -0.97559 2.53752 -1.63709
S -2.08932 2.33617 -0.41879
C -0.79626 0.36593 -2.90034
C -0.07444 -0.32169 -3.89131
C -0.43467 -1.60315 -4.20421
C -1.47907 -2.22480 -3.51870
C -2.05564 -1.52154 -2.49461
N -1.73482 -0.24936 -2.18931
H 0.14740 5.63862 -1.22253
H 0.26710 4.44303 0.11475
H -1.32002 4.94201 -0.48424
H 1.19731 4.44738 -3.13894
H 0.84183 2.03629 -4.31774
H 0.81218 0.10581 -4.32654
H 0.13098 -2.14519 -4.95112
H -1.77864 -3.24235 -3.71983
H -2.78995 -1.97667 -1.84142
```

HOMO-LUMO gap (spin up / spin down) (eV): 4.63 / 4.66
Multiplicity: 2
Calculated total energy (eV): -106876.8887
HOMO energy (spin up / spin down) (Eh): -0.0972 / -0.0972
Total charge: -1
Relative energy (zero: lowest compared OMol25 entry of this formula, charge and spin) (eV): 1.362

***

[2]
A molecular structure, C29H23F6N3O4RhSi at a distorted geometry. Source: the OMol25 dataset; level of theory: wB97M-V/def2-TZVPD.

The geometry in XYZ format:
```
67
C29H23F6N3O4RhSi | the OMol25 dataset | wB97M-V/def2-TZVPD
Rh 0.11741 -0.49969 0.72328
O -3.49486 2.50581 -2.15084
C -3.22600 1.48965 -3.01773
C -3.87900 1.40986 -4.25247
C -3.49893 0.47403 -5.21831
C -2.49434 -0.42110 -4.92705
C -1.80226 -0.36417 -3.74592
C -2.19505 0.52998 -2.76148
C -1.52124 0.43491 -1.44218
O -0.49642 -0.32767 -1.30548
N -2.16118 1.16164 -0.53479
N -1.77814 0.71177 0.74855
C -2.60685 1.01901 1.68687
C -2.50767 0.60208 3.02837
C -3.40022 1.11143 3.95266
C -3.32185 0.74640 5.29740
C -2.33719 -0.16945 5.70723
C -1.46877 -0.70820 4.79998
C -1.52268 -0.37555 3.41770
O -0.72293 -1.02404 2.59127
H -3.02731 2.15602 -1.30400
H -4.64548 2.11098 -4.47531
H -4.02828 0.47182 -6.14818
H -2.18330 -1.14858 -5.59141
H -1.14369 -1.08115 -3.30942
H -3.43022 1.68986 1.40355
H -4.12028 1.78319 3.56363
H -3.96896 1.25184 5.97444
H -2.19628 -0.33864 6.75048
H -0.68131 -1.36618 5.16791
C 1.71483 0.66842 3.55518
Si 2.82892 0.89710 2.13437
C 4.30508 -0.25099 2.04373
C 3.28505 2.73022 2.06507
N 1.85973 0.68107 0.66320
C 2.16366 1.37600 -0.51329
C 1.44915 2.46258 -0.96682
C 1.86003 3.25211 -2.04006
C 3.02260 2.91433 -2.74858
C 3.68862 1.78165 -2.33258
C 3.24342 1.00356 -1.29446
F 3.94778 -0.09908 -0.94045
H 2.31984 0.63324 4.49848
H 1.31499 -0.32915 3.35807
H 0.93288 1.36518 3.62091
H 4.99295 -0.23395 2.85560
H 4.81227 -0.01816 1.15233
H 3.85987 -1.23083 1.93416
H 3.67117 2.97335 3.00963
H 2.39576 3.29305 1.81608
H 4.07578 2.88461 1.31930
H 0.54365 2.80460 -0.39633
H 1.25287 4.05295 -2.36443
H 3.44899 3.51162 -3.56540
H 4.57947 1.44169 -2.86347
F -0.35628 -6.14291 -3.58100
C -0.10703 -5.33625 -2.55378
C -1.10190 -4.52261 -2.01726
F -2.37705 -4.66973 -2.46818
C -0.81718 -3.52134 -1.07161
F -1.75570 -2.78051 -0.47908
C 0.48388 -3.30394 -0.59982
O 0.74296 -2.51069 0.36904
C 1.44816 -4.24141 -1.06352
F 2.71806 -4.20632 -0.66406
C 1.14695 -5.21323 -2.00604
F 2.14904 -5.95208 -2.49373
```

HOMO-LUMO gap (spin up / spin down) (eV): 7.67 / 6.27
Multiplicity: 5
Calculated total energy (eV): -70297.0120
HOMO energy (spin up / spin down) (Eh): -0.1906 / -0.1920
Total charge: -1